Entry from OMol25: a single C9H9N3O3 molecule at a distorted geometry (the ωB97M-V functional and the def2-TZVPD basis).

Last columns: bonded neighbours and bond lengths (Å).
Atoms and positions in Å:
1 C -0.28 -3.03 -0.37  C2 1.445, H16 1.009, H17 1.058, H18 1.043
2 C -0.27 -1.59 -0.42  C1 1.445, N3 1.419, C14 1.396
3 N 0.42 -0.71 0.45  C2 1.419, C4 1.431, H19 1.060
4 C 0.15 0.65 0.08  N3 1.431, N5 1.424, C11 1.366
5 N 0.45 1.90 0.68  C4 1.424, C6 1.431, H20 0.995
6 C 0.90 2.26 1.99  N5 1.431, O7 1.213, C8 1.496
7 O 1.24 3.41 2.12  C6 1.213
8 C 1.09 1.28 3.11  C6 1.496, O9 1.211, O10 1.352
9 O 1.05 0.08 2.96  C8 1.211
10 O 1.41 1.85 4.29  C8 1.352, H21 0.943
11 C -0.52 0.55 -1.11  C4 1.366, C12 1.447, C14 1.454
12 C -0.60 1.75 -1.91  C11 1.447, N13 1.189
13 N -0.71 2.81 -2.43  C12 1.189
14 C -0.72 -0.84 -1.51  C2 1.396, C11 1.454, C15 1.512
15 C -1.24 -1.08 -2.91  C14 1.512, H22 1.077, H23 1.066, H24 1.074
16 H -0.76 -3.59 -1.06  C1 1.009
17 H -0.66 -3.33 0.57  C1 1.058
18 H 0.73 -3.28 -0.51  C1 1.043
19 H 0.96 -1.05 1.30  N3 1.060
20 H 0.02 2.66 0.20  N5 0.995
21 H 1.52 2.79 4.22  O10 0.943
22 H -1.60 -2.10 -2.97  C15 1.077
23 H -2.06 -0.43 -3.09  C15 1.066
24 H -0.51 -0.97 -3.68  C15 1.074

Summary:
Net charge: 0
E_tot, Ha: -738.32163
Energy above the lowest of the compared OMol25 structures with the same formula, charge and spin, kcal per mole: 37.1
Orbital gap, hartree: 0.27039

These are the Löwdin partial charges, in e, on atoms 1 to 4: number 1, C, carries -0.02; number 2, C, carries -0.24; number 3, N, carries 0.14; number 4, C, carries -0.17